## A
The following is a DFT calculation (ωB97M-V with the def2-TZVPD basis set) of one molecule with the formula C7H11NO.

Each line ends with the Löwdin charge.
Cartesian coordinates (Å):
1 C -0.3259 1.9269 0.1004  -0.04
2 C 0.6707 -1.2464 -0.1881  -0.29
3 C 0.2878 -0.4925 0.8824  -0.23
4 C -0.5975 0.4350 0.0192  -0.46
5 N 0.5624 -0.4978 2.2221  0.12
6 C -0.0133 -0.4271 -1.2383  -0.24
7 C -1.9129 -0.0223 0.4017  0.08
8 C 1.1587 0.1725 -1.8716  0.07
9 O 1.3638 -2.4022 -0.2695  0.08
10 H 1.2898 -2.7599 -1.1626  0.11
11 H 0.4720 -1.3784 2.7077  0.10
12 H 0.1807 0.2752 2.7459  0.09
13 H -0.8232 -0.8592 -1.8344  0.14
14 H -0.8258 2.4513 -0.7163  0.09
15 H 0.7398 2.1478 0.0640  0.08
16 H -0.7247 2.3240 1.0382  0.08
17 H -2.3091 -0.9499 0.0132  0.06
18 H -2.4840 0.4930 1.1633  0.06
19 H 2.0312 -0.4309 -2.0791  0.06
20 H 1.2597 1.2410 -1.9982  0.05

Output
Gap between HOMO and LUMO (alpha / beta) ... 0.277 / 0.274 hartree
Charge ... 0
Multiplicity ... 1
HOMO energy (alpha / beta) ... -7.02 / -6.95 eV

***

## B
The following is a DFT calculation (ωB97M-V with the def2-TZVPD basis set) of one molecule with the formula C7H11NO.

Each line ends with the Löwdin charge.
Cartesian coordinates (Å):
1 C 0.8648 0.9536 -1.0368  -0.09
2 C -0.2941 0.3000 -0.5035  -0.28
3 C -0.9278 1.3509 0.5219  -0.22
4 C -0.6538 0.0013 1.0568  -0.26
5 C 0.7076 -1.6482 0.6935  -0.08
6 C -0.1193 -1.2111 -0.5980  -0.26
7 C -0.6175 -2.0225 -1.4940  0.06
8 H 0.6639 2.0022 -1.2268  0.08
9 H 1.2811 0.5657 -1.9528  0.09
10 H 1.6405 0.8633 -0.2753  0.09
11 H -1.9084 1.5867 0.1454  0.13
12 H 0.7555 2.1644 1.2790  0.10
13 H -0.6492 2.8047 1.8359  0.09
14 H -1.5825 -0.5447 1.2105  0.17
15 H 0.3932 -2.6342 1.0188  0.12
16 H 1.8061 -1.6771 0.5386  0.13
17 H -1.1552 -1.6432 -2.3363  0.06
18 H -0.4148 -3.0916 -1.5018  0.07
19 N -0.1826 2.4914 0.9813  0.06
20 O 0.3926 -0.6118 1.6435  -0.05

Output
Gap between HOMO and LUMO ... 0.295 hartree
Charge ... 0
SMILES ... C=C1CO[C@H]2[C@@H](N)[C@]12C
Multiplicity ... 1
HOMO energy ... -7.22 eV

***

Order of stability, best first: A, B

***

## A
The following is a DFT calculation (ωB97M-V with the def2-TZVPD basis set) of a 2-piece molecular cluster, C5H14NO2 overall.

Each line ends with the Löwdin charge.
Cartesian coordinates (Å):
1 C -1.3368 1.6888 -1.3935  -0.11
2 C -0.0192 1.0888 -1.8307  -0.32
3 N 0.9207 0.7617 -0.7773  -0.07
4 C 0.0355 -1.4979 -0.3470  -0.09
5 C 0.6084 -0.2226 0.2719  -0.37
6 C -0.3373 0.2410 1.4629  -0.44
7 O 0.1673 -0.0934 2.6826  -0.36
8 H -1.9840 1.9091 -2.2529  0.06
9 H -1.1698 2.4723 -0.6673  0.06
10 H -1.9603 0.9378 -0.8909  0.06
11 H 0.5773 1.7143 -2.4920  0.09
12 H -0.1208 0.1948 -2.4601  0.09
13 H 1.4818 1.5332 -0.4483  0.09
14 H -1.0343 -1.4238 -0.5167  0.05
15 H 0.5268 -1.7680 -1.2921  0.07
16 H 0.1899 -2.2096 0.4750  0.05
17 H 1.5206 -0.3578 0.8353  0.11
18 H -0.4797 1.3457 1.3349  0.08
19 H -1.3555 -0.1941 1.2732  0.08
20 H 1.9980 -2.0244 2.1311  0.02
21 H 0.6544 -1.6883 2.6960  -0.01
22 O 1.1171 -2.4074 2.2057  -0.14

Output
Gap between HOMO and LUMO ... 0.244 hartree
Charge ... -1
Multiplicity ... 1
HOMO energy ... -2.80 eV

***

## B
The following is a DFT calculation (ωB97M-V with the def2-TZVPD basis set) of a 2-piece molecular cluster, C5H14NO2 overall.

Each line ends with the Löwdin charge.
Cartesian coordinates (Å):
1 C 2.3590 -0.8881 0.3440  -0.29
2 C 1.9642 -2.3363 -0.0980  -0.15
3 C 1.1671 0.0130 0.3766  -0.27
4 N 0.2071 -0.2757 -0.8137  -0.06
5 C -0.1987 1.1197 -1.2023  -0.27
6 C -1.6573 1.2717 -0.5586  -0.45
7 O -1.6665 0.7118 0.6970  -0.39
8 H 3.1400 -0.5586 -0.5568  0.14
9 H 2.9863 -0.9610 1.2716  0.10
10 H 1.3264 -2.9578 0.5496  0.07
11 H 2.9244 -2.7025 -0.1428  0.01
12 H 1.3589 -2.3826 -1.0097  0.06
13 H 0.7971 -0.2219 1.3936  0.11
14 H 1.5673 1.0511 0.3760  0.10
15 H -0.6931 -0.6481 -0.3869  0.10
16 H 0.4458 1.9331 -0.8649  0.06
17 H -0.2195 1.4084 -2.3453  0.10
18 H -2.3397 0.5078 -1.2197  0.11
19 H -2.0229 2.3458 -0.4753  0.09
20 H -3.8337 1.6927 2.1316  -0.06
21 H -3.4224 0.7322 1.0207  0.00
22 O -4.1897 1.1454 1.5134  -0.10

Output
Gap between HOMO and LUMO ... 0.260 hartree
Charge ... -1
Multiplicity ... 1
HOMO energy ... -3.19 eV

***

## C
The following is a DFT calculation (ωB97M-V with the def2-TZVPD basis set) of a 2-piece molecular cluster, C5H14NO2 overall.

Each line ends with the Löwdin charge.
Cartesian coordinates (Å):
1 C -0.4793 -0.8107 0.7784  -0.15
2 N -0.9122 0.0488 -0.3218  -0.21
3 C -0.3717 -0.5832 -1.5838  -0.13
4 C 1.3493 1.2156 -0.3465  -0.10
5 C -0.2231 1.3765 -0.1479  -0.34
6 C -0.5968 2.0069 1.2438  -0.61
7 O 0.2813 1.8974 2.1344  -0.27
8 H -0.3428 -0.4297 1.8757  0.13
9 H 0.3380 -1.4265 0.4578  0.00
10 H -1.2978 -1.6929 0.7113  0.11
11 H -0.2821 0.2907 -2.3385  0.10
12 H 0.6428 -1.1839 -1.4289  0.10
13 H -1.0148 -1.3857 -1.8720  0.04
14 H 1.5681 1.2488 -1.4352  0.05
15 H 1.9335 2.0685 0.0163  0.06
16 H 1.7846 0.3548 0.2245  0.07
17 H -0.3323 1.9539 -1.0506  0.09
18 H -0.9287 3.0311 0.9819  0.07
19 H -1.6008 1.5646 1.4658  0.08
20 H 0.8871 -3.2097 0.5851  0.07
21 H -0.4540 -2.8350 -0.1091  -0.12
22 O 0.0517 -3.5003 0.1592  -0.05

Output
Gap between HOMO and LUMO ... 0.220 hartree
Charge ... -1
Multiplicity ... 1
HOMO energy ... -2.41 eV

***

Order of stability, best first: A, B, C

***

## A
The following is a DFT calculation (ωB97M-V with the def2-TZVPD basis set) of a 2-piece molecular cluster, C5H14NO2 overall.

Each line ends with the Löwdin charge.
Cartesian coordinates (Å):
1 C -0.4003 0.6209 -0.5466  -0.28
2 N -1.1643 -0.5279 -0.1035  -0.04
3 C -1.3997 -1.8494 -1.0108  -0.47
4 O -0.7767 -2.7451 -0.3388  -0.29
5 C -0.3440 1.7854 0.5346  -0.24
6 C 0.3787 2.9211 -0.0629  -0.30
7 C 1.9034 2.7593 0.3315  -0.11
8 H 0.5678 0.2945 -0.7540  0.08
9 H -0.8426 1.0004 -1.4894  0.11
10 H -0.8556 -0.8457 0.7035  0.00
11 H -2.5844 -2.1429 -1.0348  0.09
12 H -1.2048 -1.5531 -1.9544  0.02
13 H 0.1143 1.3350 1.3969  0.09
14 H -1.4880 2.0351 0.7541  0.14
15 H 0.4086 2.9108 -1.1565  0.08
16 H -0.0954 3.9648 0.2306  0.12
17 H 2.0530 1.8130 0.7379  0.03
18 H 2.2233 3.7162 0.7952  0.07
19 H 2.4966 2.4546 -0.5405  0.06
20 H 0.4219 -2.7305 0.8233  -0.07
21 H 1.8031 -2.4847 0.3441  0.00
22 O 1.3147 -2.6919 1.1381  -0.11

Output
Gap between HOMO and LUMO ... 0.240 hartree
Charge ... -1
Multiplicity ... 1
HOMO energy ... -2.97 eV

***

## B
The following is a DFT calculation (ωB97M-V with the def2-TZVPD basis set) of a 2-piece molecular cluster, C5H14NO2 overall.

Each line ends with the Löwdin charge.
Cartesian coordinates (Å):
1 C -1.2831 0.6330 -2.1742  -0.10
2 C -0.4001 1.6395 -1.3649  -0.29
3 N -0.2782 1.4460 0.0813  -0.08
4 C 1.4465 -0.4471 -0.1583  -0.09
5 C 0.3361 0.2098 0.6608  -0.33
6 C -0.8003 -0.9716 0.8918  -0.39
7 O -0.5097 -1.8318 1.8667  -0.27
8 H -0.9717 0.7674 -3.2129  0.06
9 H -2.2954 0.9987 -2.2037  0.04
10 H -1.2856 -0.3533 -1.6945  0.04
11 H -0.8127 2.6438 -1.4439  0.09
12 H 0.6535 1.6086 -1.7107  0.10
13 H -1.1687 1.5412 0.5752  0.09
14 H 1.0295 -0.7308 -1.1268  0.06
15 H 2.4576 -0.0426 -0.2598  0.07
16 H 1.6210 -1.3705 0.4075  0.07
17 H 0.7390 0.5612 1.5857  0.10
18 H -1.7802 -0.5081 1.1192  0.08
19 H -0.9680 -1.5456 -0.0960  0.09
20 H 1.8359 -0.7233 3.0485  -0.04
21 H 0.7266 -1.8568 2.3135  -0.01
22 O 1.7080 -1.6676 2.8953  -0.28

Output
Gap between HOMO and LUMO ... 0.265 hartree
Charge ... -1
Multiplicity ... 1
HOMO energy ... -3.46 eV

***

Order of stability, best first: B, A

***

## A
The following is a DFT calculation (ωB97M-V with the def2-TZVPD basis set) of a 2-piece molecular cluster, C3H3NOS overall.

Each line ends with the Löwdin charge.
Cartesian coordinates (Å):
1 C 1.4010 -0.6562 0.8136  -0.24
2 C 1.3594 0.3545 -0.1121  -0.26
3 C -0.9267 0.7181 -0.0858  -0.37
4 N 0.7426 -1.5421 1.2003  0.07
5 O 1.9415 1.0017 -0.9347  0.10
6 S -1.5583 -0.8531 0.3073  0.83
7 H -0.7552 1.3466 0.7353  0.01
8 H -0.8628 0.9274 -1.0789  -0.01
9 H -1.3414 -1.2969 -0.8450  -0.15

Output
Gap between HOMO and LUMO ... 0.288 hartree
Charge ... 0
Multiplicity ... 1
HOMO energy ... -8.29 eV

***

## B
The following is a DFT calculation (ωB97M-V with the def2-TZVPD basis set) of one molecule with the formula C3H3NOS.

Each line ends with the Löwdin charge.
Cartesian coordinates (Å):
1 C -0.0505 -0.1527 0.2727  -0.64
2 C -0.7632 -1.1650 -0.3423  -0.08
3 C -0.5750 0.6105 -1.6242  -0.21
4 H 1.2152 1.5479 1.4474  -0.07
5 H -1.0096 -2.2587 -0.1230  0.15
6 H -0.9438 1.3590 -2.3539  0.15
7 N -0.0138 0.9538 -0.5205  0.02
8 O -0.9961 -0.6467 -1.5887  0.00
9 S 1.0710 0.1308 1.7216  0.67

Output
Gap between HOMO and LUMO ... 0.355 hartree
Charge ... 0
SMILES ... Sc1cocn1
Multiplicity ... 1
HOMO energy ... -8.77 eV

***

Order of stability, best first: B, A

***

## A
The following is a DFT calculation (ωB97M-V with the def2-TZVPD basis set) of a 2-piece molecular cluster, C3H3NOS overall.

Each line ends with the Löwdin charge.
Cartesian coordinates (Å):
1 C -1.3654 0.0161 -0.3604  -0.40
2 C -2.8004 0.2632 -0.5337  -0.04
3 C -0.1856 -0.3251 0.3781  -0.07
4 N -0.1018 0.1658 -0.9944  0.06
5 O -2.1436 1.2717 -0.0799  0.05
6 S -5.4213 -0.3205 0.5210  0.03
7 H 0.1753 0.4666 1.0627  0.13
8 H 0.0858 -1.3919 0.4037  0.12
9 H 0.0597 1.1121 -1.2890  0.11

Output
Gap between HOMO and LUMO (alpha / beta) ... 0.267 / 0.267 hartree
Charge ... 0
Multiplicity ... 1
HOMO energy (alpha / beta) ... -9.25 / -9.23 eV

***

## B
The following is a DFT calculation (ωB97M-V with the def2-TZVPD basis set) of one molecule with the formula C3H3NOS.

Each line ends with the Löwdin charge.
Cartesian coordinates (Å):
1 C 0.8297 -0.2761 0.0669  -0.75
2 C -1.3098 -0.7911 -0.0612  -0.04
3 C -1.1298 0.5745 -0.1264  -0.14
4 H 2.6872 1.0692 0.2117  -0.14
5 H -2.1643 -1.3852 -0.0043  0.08
6 H -1.7187 1.4535 -0.0101  0.12
7 N 0.0423 -1.2780 0.0016  0.07
8 O 0.1378 0.8618 0.0024  -0.02
9 S 2.6256 -0.2287 -0.0806  0.82

Output
Gap between HOMO and LUMO ... 0.354 hartree
Charge ... 0
SMILES ... Sc1ncco1
Multiplicity ... 1
HOMO energy ... -8.95 eV

***

Order of stability, best first: B, A

***

## A
The following is a DFT calculation (ωB97M-V with the def2-TZVPD basis set) of C3H3NOS as an isolated structure.

Each line ends with the Löwdin charge.
Cartesian coordinates (Å):
1 C 1.9157 0.0435 -0.0241  -0.69
2 C 1.5132 -1.4754 -0.0479  -0.47
3 C 0.4371 0.4292 -0.0442  -0.18
4 N 0.2473 -1.0037 -0.0017  0.06
5 O 1.9445 -2.5927 0.0152  0.10
6 S 3.2090 1.0101 0.0210  0.76
7 H 0.4005 0.8778 0.9830  0.12
8 H -0.1412 1.0609 -0.8548  0.16
9 H -0.6009 -1.4748 0.2205  0.14

Output
Gap between HOMO and LUMO ... 0.297 hartree
Charge ... 0
Multiplicity ... 1
HOMO energy ... -9.12 eV

***

## B
The following is a DFT calculation (ωB97M-V with the def2-TZVPD basis set) of a 2-piece molecular cluster, C3H3NOS overall.

Each line ends with the Löwdin charge.
Cartesian coordinates (Å):
1 C -2.3476 0.1502 0.0322  -0.29
2 C -1.0185 0.2605 0.0433  -0.46
3 C 1.6058 0.1301 -0.0829  -0.32
4 N -3.4940 -0.0856 -0.0567  0.20
5 O -0.2410 -1.7879 -0.0244  -0.26
6 S 0.1876 1.2638 -0.0366  1.03
7 H 1.8407 0.2738 1.0689  0.09
8 H 2.4042 0.6067 -0.7520  0.08
9 H 1.0628 -0.8119 -0.1917  -0.05

Output
Gap between HOMO and LUMO (alpha / beta) ... 0.261 / 0.275 hartree
Charge ... 0
Multiplicity ... 1
HOMO energy (alpha / beta) ... -9.31 / -9.57 eV

***

Order of stability, best first: A, B